No. 1
The following is a quantum chemistry calculation of a single C14H18Cl2N2O6S molecule in a non-equilibrium geometry, from the OMol25 dataset.

The geometry in ORCA input format:
```
! RIJCOSX wB97M-V def2-TZVPD def2/J DEFGRID3
* xyz 0 1
C 6.00 2.11 -0.91
N 5.42 1.53 0.14
C 4.12 1.32 0.09
O 3.29 1.44 -0.86
C 3.47 0.31 1.16
H 2.36 0.62 1.59
H 3.98 0.44 2.36
S 3.54 -1.26 0.67
O 2.99 -2.06 1.75
O 4.97 -1.52 0.39
C 2.48 -1.25 -0.69
C 0.97 -1.13 -0.47
O 0.35 -2.34 -0.27
N 0.76 0.18 -0.28
C -0.51 0.62 -0.11
C -1.66 -0.19 0.48
C -2.78 0.24 0.74
C -2.97 1.74 0.78
C -1.75 2.71 0.32
C -0.68 2.07 0.16
Cl 0.64 3.06 -0.43
H -2.08 3.77 0.55
Cl -4.45 2.62 1.18
O -3.98 -0.25 1.22
C -3.97 -1.52 0.62
C -3.94 -2.07 -0.64
O -4.82 -1.45 -1.42
C -6.16 -1.10 -1.10
H -6.79 -0.76 -1.75
H -6.55 -2.33 -0.94
H -6.36 -0.64 -0.17
H -3.06 -2.05 -1.21
H -4.33 -3.10 -0.67
H -4.91 -2.12 1.34
H -3.15 -2.26 1.34
H -1.41 -1.02 0.39
H 1.48 0.78 -0.77
H 2.93 -0.73 -1.18
H 2.67 -2.43 -1.01
H 5.72 1.30 0.99
H 6.68 1.29 -1.30
H 5.06 2.51 -1.47
H 6.45 2.92 -0.65
*
```

max |F| = 19.62 eV Å⁻¹
HOMO level = -0.2959 Ha
frontier orbital gap = 7.3 eV
LUMO = -0.725 eV
relative energy (zero: lowest compared OMol25 entry of this formula, charge and spin) = 383.6 kcal/mol
SMILES = CNC(=O)CS(=O)(=O)CC(=O)Nc1cc(OCCOC)c(Cl)cc1Cl

Mulliken population analysis, charges in e, atoms 1 to 2: atom 1 (C): -0.89, atom 2 (N): -0.03

No. 2
The following is a quantum chemistry calculation of a single C8H7N3 molecule in a non-equilibrium geometry, from the OMol25 dataset.

The geometry in ORCA input format:
```
! RIJCOSX wB97M-V def2-TZVPD def2/J DEFGRID3
* xyz 0 1
C -2.18 -0.63 -0.05
C -1.70 1.40 0.72
C -1.04 0.21 0.30
C 0.39 -0.10 -0.01
C 0.90 -1.40 -0.19
C 2.24 -1.52 -0.43
C 3.06 -0.35 -0.51
C 1.29 0.99 -0.13
H -2.23 -1.59 -0.48
H -3.78 1.86 0.68
H -1.27 2.37 1.05
H 0.24 -2.27 0.06
H 2.78 -2.50 -0.37
H 4.10 -0.48 -0.71
H 0.96 1.99 -0.02
N -3.33 -0.02 -0.02
N -3.01 1.18 0.50
N 2.58 0.87 -0.38
*
```

max |F| = 2.76 eV Å⁻¹
HOMO level = -0.3098 Ha
frontier orbital gap = 9.2 eV
LUMO = 0.819 eV
relative energy (zero: lowest compared OMol25 entry of this formula, charge and spin) = 27.1 kcal/mol
SMILES = c1cncc(-c2cn[nH]c2)c1

Mulliken population analysis, charges in e, atoms 1 to 2: atom 1 (C): -0.43, atom 2 (C): -0.57

No. 3
The following is a quantum chemistry calculation of 2 unconnected molecules or ions with the total composition C3H10NO in a non-equilibrium geometry, from the OMol25 dataset.

The geometry in ORCA input format:
```
! RIJCOSX wB97M-V def2-TZVPD def2/J DEFGRID3
* xyz 1 1
C 1.88 0.06 1.24
C 1.12 -0.04 -0.03
C 0.14 -0.85 -0.25
N -0.89 -0.72 -1.39
H 1.57 -0.64 1.93
H 1.95 0.95 1.72
H 2.90 -0.15 0.79
H 1.54 0.57 -0.77
H -0.36 -1.38 0.59
H -0.62 -0.38 -2.27
H -1.45 0.07 -0.85
H -1.50 -1.57 -1.48
H -2.84 1.07 0.42
H -1.49 1.96 0.19
O -1.95 1.06 0.18
*
```

max |F| = 4.69 eV Å⁻¹
HOMO level = -0.5277 Ha
frontier orbital gap = 10.9 eV
LUMO = -3.413 eV
relative energy (zero: lowest compared OMol25 entry of this formula, charge and spin) = 35.8 kcal/mol

Mulliken population analysis, charges in e, atoms 1 to 2: atom 1 (C): -1.22, atom 2 (C): 0.01

No. 4
The following is a quantum chemistry calculation of a molecular structure, C68H88BCdN8O32 in a non-equilibrium geometry, from the OMol25 dataset.

The geometry in ORCA input format:
```
! RIJCOSX wB97M-V def2-TZVPD def2/J DEFGRID3
* xyz 1 1
Cd 5.15 0.35 -2.52
O -2.62 2.14 0.64
C -1.70 1.34 0.50
O -0.89 1.27 -0.54
B 0.02 0.14 -0.30
O -0.14 -0.25 1.04
C -1.16 0.46 1.59
O -1.62 0.29 2.70
O 1.49 0.51 -0.61
C 1.84 -0.17 -1.63
O 2.93 0.06 -2.20
C 0.83 -1.12 -2.05
O -0.19 -0.96 -1.27
O 0.92 -1.95 -2.93
N -0.37 -5.28 -4.03
C 0.77 -4.85 -4.51
C 1.93 -5.56 -4.52
C 1.87 -6.83 -3.94
C 0.71 -7.33 -3.45
C -0.40 -6.51 -3.50
H 0.77 -3.84 -4.90
H 2.87 -5.19 -4.91
H 2.75 -7.47 -3.98
H 0.68 -8.27 -2.91
H -1.36 -6.84 -3.09
N 2.93 3.90 3.40
C 3.59 3.57 4.50
C 3.46 2.41 5.23
C 2.56 1.46 4.73
C 1.84 1.77 3.59
C 2.10 2.95 2.95
H 4.20 4.39 4.88
H 4.01 2.32 6.16
H 2.33 0.57 5.30
H 1.06 1.12 3.22
H 1.52 3.29 2.10
N -2.25 6.48 2.83
C -1.82 5.27 2.45
C -1.99 4.16 3.23
C -2.59 4.24 4.49
C -3.04 5.51 4.89
C -2.82 6.57 4.02
H -1.33 5.22 1.48
H -1.65 3.20 2.86
H -2.71 3.37 5.12
H -3.49 5.70 5.85
H -3.19 7.57 4.26
N 5.25 1.21 -0.40
C 6.18 2.16 -0.20
C 6.51 2.54 1.09
C 5.92 1.85 2.17
C 4.92 0.87 1.88
C 4.70 0.50 0.57
H 6.54 2.61 -1.11
H 7.21 3.36 1.24
H 6.22 2.09 3.19
H 4.32 0.40 2.65
H 3.91 -0.16 0.23
N -4.18 -1.35 -0.17
C -4.91 -2.26 -0.81
C -5.88 -3.02 -0.20
C -6.09 -2.91 1.19
C -5.35 -1.95 1.84
C -4.40 -1.23 1.11
H -4.71 -2.33 -1.87
H -6.47 -3.71 -0.81
H -6.86 -3.47 1.72
H -5.47 -1.74 2.89
H -3.76 -0.52 1.63
N -5.69 6.25 2.64
C -6.34 5.85 3.73
C -6.55 4.53 3.98
C -6.21 3.63 3.04
C -5.51 4.03 1.92
C -5.33 5.39 1.72
H -6.59 6.64 4.43
H -7.03 4.27 4.91
H -6.30 2.56 3.22
H -5.12 3.31 1.23
H -4.71 5.78 0.91
N 5.04 2.43 -3.43
C 6.15 2.75 -4.11
C 6.13 3.99 -4.71
C 4.99 4.80 -4.62
C 3.89 4.32 -3.92
C 3.93 3.09 -3.33
H 7.02 2.12 -3.96
H 7.07 4.30 -5.15
H 4.89 5.77 -5.10
H 3.05 4.97 -3.69
H 3.16 2.66 -2.71
N 5.10 -0.85 -4.52
C 4.09 -1.70 -4.68
C 4.08 -2.35 -5.88
C 5.04 -2.14 -6.86
C 6.03 -1.21 -6.60
C 6.05 -0.63 -5.37
H 3.37 -1.69 -3.86
H 3.25 -3.02 -6.03
H 5.04 -2.60 -7.84
H 6.80 -0.91 -7.31
H 6.73 0.18 -5.15
C 2.22 6.26 1.14
O 1.10 5.74 0.40
C 1.33 4.91 -0.60
O 2.41 4.51 -1.00
O 0.19 4.75 -1.21
C 0.11 3.91 -2.39
H 2.81 6.89 0.47
H 2.80 5.45 1.60
H 1.74 6.87 1.90
H 0.04 2.85 -2.13
H 0.95 4.11 -3.05
H -0.80 4.22 -2.91
C 2.03 -2.01 2.96
O 1.39 -3.06 2.18
C 1.87 -3.24 0.95
O 2.82 -2.70 0.42
O 1.22 -4.20 0.43
C 1.56 -4.78 -0.83
H 1.62 -2.13 3.96
H 1.80 -1.03 2.56
H 3.11 -2.20 2.96
H 2.31 -5.57 -0.74
H 1.78 -4.06 -1.62
H 0.60 -5.24 -1.06
C -2.58 0.47 6.36
O -1.78 1.17 7.38
C -2.11 2.38 7.79
O -3.16 2.96 7.55
O -1.10 2.86 8.47
C -1.22 4.14 8.95
H -2.76 -0.53 6.77
H -1.98 0.40 5.46
H -3.53 0.96 6.21
H -1.25 4.88 8.14
H -0.33 4.36 9.54
H -2.10 4.25 9.57
C 0.99 -1.84 7.66
O 0.56 -1.74 6.29
C -0.64 -2.20 5.96
O -1.48 -2.68 6.74
O -0.73 -1.98 4.64
C -2.00 -2.33 4.01
H 0.30 -1.36 8.34
H 1.96 -1.34 7.68
H 1.13 -2.88 7.95
H -1.75 -2.37 2.95
H -2.72 -1.54 4.19
H -2.34 -3.33 4.30
C 4.77 -5.08 -2.21
O 4.63 -3.67 -2.38
C 5.28 -2.96 -1.59
O 5.05 -1.73 -1.55
O 5.95 -3.55 -0.69
C 6.47 -2.80 0.50
H 5.78 -5.45 -2.37
H 4.13 -5.42 -3.02
H 4.40 -5.42 -1.25
H 5.65 -2.65 1.19
H 6.97 -1.86 0.26
H 7.18 -3.53 0.86
C -5.18 2.73 -6.85
O -4.18 2.29 -5.93
C -4.64 1.63 -4.86
O -5.71 1.04 -4.78
O -3.67 1.66 -3.95
C -4.09 1.30 -2.60
H -5.62 1.89 -7.39
H -4.64 3.34 -7.57
H -5.96 3.35 -6.42
H -3.82 0.27 -2.35
H -5.15 1.49 -2.50
H -3.55 1.98 -1.93
C -3.87 -7.78 0.65
O -3.01 -6.62 0.51
C -3.08 -5.93 -0.62
O -3.62 -6.34 -1.68
O -2.34 -4.89 -0.48
C -2.14 -4.00 -1.56
H -3.50 -8.32 1.52
H -3.77 -8.43 -0.22
H -4.91 -7.49 0.79
H -1.18 -4.20 -2.05
H -2.07 -2.98 -1.16
H -2.93 -4.06 -2.31
C -2.06 -1.71 -4.24
O -3.45 -2.01 -4.57
C -3.92 -1.58 -5.70
O -3.25 -0.98 -6.55
O -5.18 -1.91 -5.78
C -5.84 -1.64 -7.03
H -1.78 -2.33 -3.38
H -2.00 -0.65 -3.96
H -1.40 -1.90 -5.08
H -5.87 -0.56 -7.16
H -6.84 -2.02 -6.95
H -5.28 -2.09 -7.84
*
```

max |F| = 5.88 eV Å⁻¹
HOMO level = -0.3638 Ha
frontier orbital gap = 7.0 eV
LUMO = -2.870 eV

Mulliken population analysis, charges in e, atoms 1 to 2: atom 1 (Cd): 3.15, atom 2 (O): -0.50

No. 5
The following is a quantum chemistry calculation of a molecular structure, C18H22F4IrN3O, from the OMol25 dataset.

The geometry in ORCA input format:
```
! RIJCOSX wB97M-V def2-TZVPD def2/J DEFGRID3
* xyz 3 2
Ir 0.11 -0.14 -0.18
C 1.98 -0.08 -1.69
C 2.36 1.19 -0.89
N 1.63 1.09 0.40
C 1.34 2.42 1.05
C 0.52 3.40 0.24
C 2.51 0.26 1.34
C 1.72 -0.72 2.18
N 0.82 -1.39 1.24
C 0.28 -2.60 1.32
C -0.74 -2.95 0.38
F -1.14 -1.97 -0.51
C -1.33 -4.17 0.33
F -2.27 -4.42 -0.55
C -0.95 -5.17 1.26
C 0.02 -4.88 2.20
F 0.40 -5.78 3.07
C 0.63 -3.63 2.25
F 1.55 -3.39 3.15
H 2.83 -0.73 -1.88
H 1.50 0.12 -2.63
H 1.42 -0.95 -1.10
H 2.06 2.08 -1.42
H 3.43 1.24 -0.70
H 2.31 2.84 1.28
H 0.85 2.19 2.00
H 1.08 3.83 -0.59
H 0.26 4.24 0.89
H -0.40 2.97 -0.13
H 3.10 0.95 1.94
H 3.19 -0.32 0.72
H 1.12 -0.23 2.96
H 2.40 -1.40 2.68
H -1.41 -6.15 1.22
O -1.36 0.54 1.07
C -2.56 1.08 0.43
C -2.24 1.43 -1.00
C -3.17 2.15 -1.72
C -2.94 2.38 -3.07
C -1.80 1.86 -3.65
C -0.91 1.17 -2.86
N -1.09 0.97 -1.55
H -1.54 0.18 1.95
H -2.88 1.95 1.00
H -3.34 0.32 0.46
H -4.06 2.52 -1.23
H -3.66 2.95 -3.65
H -1.59 1.99 -4.71
H -0.02 0.75 -3.32
*
```

max |F| = 0.47 eV Å⁻¹
HOMO level (spin up / spin down) = -0.6854 / -0.6977 Ha
⟨S²⟩ = 0.786
frontier orbital gap (spin up / spin down) = 7.9 / 6.8 eV
LUMO (spin up / spin down) = -10.731 / -12.217 eV
relative energy (zero: lowest compared OMol25 entry of this formula, charge and spin) = 3.3 kcal/mol

Mulliken population analysis, charges in e, atoms 1 to 2: atom 1 (Ir): 0.85, atom 2 (C): -0.48

No. 6
The following is a quantum chemistry calculation of a single C6H10O molecule, from the OMol25 dataset.

The geometry in ORCA input format:
```
! RIJCOSX wB97M-V def2-TZVPD def2/J DEFGRID3
* xyz 0 1
C -1.77 0.57 1.02
C -0.41 0.22 1.50
C 0.03 -1.11 0.96
C 0.77 -0.90 -0.38
O -0.11 -0.55 -1.46
C 0.49 0.76 -1.57
C 1.51 0.46 -0.45
H -2.10 1.58 1.29
H -2.42 -0.17 1.55
H -1.92 0.35 -0.05
H 1.35 1.03 0.46
H 0.77 -1.53 1.66
H -0.78 -1.84 0.79
H 1.36 -1.80 -0.63
H -0.25 1.55 -1.37
H 0.93 0.91 -2.57
H 2.57 0.46 -0.74
*
```

max |F| = 0.64 eV Å⁻¹
HOMO level = -0.2978 Ha
frontier orbital gap = 8.2 eV
LUMO = 0.048 eV
relative energy (zero: lowest compared OMol25 entry of this formula, charge and spin) = 102.2 kcal/mol

Mulliken population analysis, charges in e, atoms 1 to 2: atom 1 (C): -1.00, atom 2 (C): -0.20

No. 7
The following is a quantum chemistry calculation of a molecular structure, C31H63N4O7PdS6 in a non-equilibrium geometry, from the OMol25 dataset.

The geometry in ORCA input format:
```
! RIJCOSX wB97M-V def2-TZVPD def2/J DEFGRID3
* xyz 1 3
Pd -2.98 -2.49 -0.21
C -0.88 0.94 -0.73
C -0.43 -0.18 0.35
C -0.84 0.24 1.79
O -1.01 -1.42 0.18
H -0.35 1.86 -0.45
H -1.97 1.02 -0.73
H -0.52 0.58 -1.69
H 0.65 -0.25 0.30
H -0.22 1.08 2.09
H -0.70 -0.52 2.55
H -1.87 0.55 1.94
C 2.16 -0.78 -2.89
S 2.90 -2.16 -3.94
O 1.73 -3.15 -4.18
C 3.07 -1.16 -5.51
H 2.75 0.12 -2.75
H 1.96 -1.14 -1.88
H 1.23 -0.51 -3.39
H 3.41 -1.86 -6.28
H 3.77 -0.33 -5.40
H 2.12 -0.74 -5.84
C -3.05 -2.87 4.33
S -4.47 -3.24 3.19
O -3.91 -3.14 1.75
C -4.45 -5.03 3.49
H -2.26 -3.61 4.42
H -3.34 -2.50 5.31
H -2.71 -1.96 3.83
H -3.48 -5.42 3.19
H -5.22 -5.49 2.88
H -4.59 -5.18 4.56
C -2.72 3.68 0.53
S -2.02 4.66 1.97
O -0.51 4.80 1.80
C -2.76 6.29 1.35
H -3.80 3.69 0.45
H -2.25 2.70 0.58
H -2.25 4.07 -0.38
H -2.26 6.67 0.46
H -2.72 7.07 2.11
H -3.83 6.12 1.19
C 2.54 3.29 1.25
S 3.71 4.33 0.28
O 3.40 4.21 -1.23
C 3.09 6.00 0.75
H 2.31 3.68 2.24
H 3.00 2.32 1.09
H 1.57 3.00 0.83
H 3.17 6.91 0.16
H 3.45 6.11 1.78
H 2.01 6.04 0.84
C -6.58 0.20 0.77
S -4.84 0.37 0.20
O -4.47 -1.01 -0.31
C -5.36 1.26 -1.31
H -6.71 -0.44 1.64
H -7.10 -0.47 0.10
H -7.10 1.15 0.92
H -5.79 2.16 -0.86
H -6.02 0.67 -1.94
H -4.54 1.61 -1.94
C -1.44 -1.01 -4.54
S -1.26 -2.42 -3.29
O -2.52 -2.46 -2.35
C -1.43 -3.97 -4.32
H -0.45 -0.83 -4.96
H -1.85 -0.08 -4.15
H -2.20 -1.43 -5.20
H -2.45 -4.11 -4.70
H -1.05 -4.79 -3.72
H -0.77 -3.82 -5.18
N 0.48 -3.24 1.77
C 1.41 -4.21 1.46
C 1.81 -5.01 2.53
C 1.03 -4.65 3.60
C 0.30 -3.56 3.15
H 0.07 -2.49 1.23
H 1.68 -4.37 0.43
H 2.46 -5.87 2.43
H 1.05 -5.16 4.55
H -0.21 -2.82 3.74
N 3.31 -0.66 3.78
C 3.47 -0.20 5.05
C 2.60 0.88 5.27
C 1.96 1.09 4.10
C 2.31 0.12 3.21
H 3.83 -1.29 3.18
H 4.19 -0.60 5.75
H 2.56 1.38 6.23
H 1.33 1.93 3.85
H 2.01 0.04 2.18
N 0.41 2.55 -4.24
C 1.72 3.12 -4.13
C 1.93 3.80 -5.25
C 0.93 3.41 -6.14
C -0.02 2.69 -5.52
H -0.17 2.24 -3.48
H 2.26 2.99 -3.20
H 2.75 4.47 -5.45
H 0.65 3.78 -7.12
H -0.94 2.19 -5.79
N 4.05 -2.79 1.44
C 3.65 -1.71 0.78
C 4.71 -0.97 0.35
C 5.84 -1.63 0.82
C 5.43 -2.76 1.55
H 3.43 -3.54 1.72
H 2.59 -1.64 0.59
H 4.65 -0.06 -0.23
H 6.85 -1.33 0.60
H 5.92 -3.61 2.00
*
```

max |F| = 5.90 eV Å⁻¹
HOMO level (spin up / spin down) = -0.3430 / -0.3430 Ha
⟨S²⟩ = 2.009
frontier orbital gap (spin up / spin down) = 7.2 / 4.9 eV
LUMO (spin up / spin down) = -2.172 / -4.460 eV
relative energy (zero: lowest compared OMol25 entry of this formula, charge and spin) = 32.2 kcal/mol

Mulliken population analysis, charges in e, atoms 1 to 2: atom 1 (Pd): 0.34, atom 2 (C): -0.13

No. 8
The following is a quantum chemistry calculation of a gas-phase ion, C5H8N (charge +1) in a non-equilibrium geometry, from the OMol25 dataset.

The geometry in ORCA input format:
```
! RIJCOSX wB97M-V def2-TZVPD def2/J DEFGRID3
* xyz 1 1
C -2.01 0.51 0.40
C 1.44 0.46 0.63
C -0.43 -1.08 -0.42
C 1.00 -0.63 -0.42
C 1.10 0.82 -0.67
N -1.10 0.24 -0.36
H -2.46 1.47 0.33
H -2.31 -0.31 1.05
H 0.93 0.99 1.61
H 2.43 0.50 0.99
H -0.68 -1.56 -1.35
H -0.65 -1.55 0.52
H 1.85 -1.32 -0.79
H 0.90 1.46 -1.53
*
```

max |F| = 4.65 eV Å⁻¹
HOMO level = -0.5456 Ha
frontier orbital gap = 8.4 eV
LUMO = -6.431 eV
relative energy (zero: lowest compared OMol25 entry of this formula, charge and spin) = 124.6 kcal/mol

Mulliken population analysis, charges in e, atoms 1 to 2: atom 1 (C): -0.31, atom 2 (C): -0.61

Which value of max |F| does entry 3 give?
4.69 eV Å⁻¹